Computed, not measured: C62H46GeN4OOs as an isolated structure, with ωB97M-V/def2-TZVPD.

The geometry in XYZ format:
```
115
Properties=species:S:1:pos:R:3:forces:R:3
Os -0.4745 0.0714 0.2445 0.23 0.44 -0.58
C -5.2472 -2.2814 -5.2836 0.00 -0.03 0.02
C -3.9207 -2.6224 -5.4958 0.00 0.02 -0.07
C -2.9444 -2.2247 -4.6014 0.08 0.07 0.05
C -3.2863 -1.4847 -3.4729 -0.26 -0.02 -0.17
C -4.6251 -1.1318 -3.2753 0.05 -0.10 0.06
C -5.5961 -1.5351 -4.1694 -0.11 0.00 -0.10
C -2.3280 -1.0606 -2.4454 0.36 0.41 0.31
C -1.4988 -1.9896 -1.8281 -0.12 -0.28 -0.18
C -1.3343 -3.3644 -2.1971 0.03 0.23 0.20
C -0.4171 -3.8986 -1.3496 -0.04 0.21 -0.01
C -0.0507 -2.8640 -0.4288 -0.18 0.02 -0.35
C 0.7696 -3.0516 0.6929 -0.14 0.16 -0.11
C 1.3589 -4.4089 0.8263 0.08 -0.07 0.07
C 0.6484 -5.4781 1.3560 0.00 0.13 0.10
C 1.1902 -6.7507 1.3292 -0.01 -0.09 0.10
C 2.4367 -6.9663 0.7669 0.04 -0.04 0.04
C 3.1579 -5.9013 0.2531 0.02 -0.03 -0.08
C 2.6222 -4.6273 0.2844 -0.09 0.12 0.13
C 1.0909 -2.0618 1.6164 0.29 -0.09 0.00
N 0.9253 -0.7334 1.4869 0.18 -0.79 0.06
C 1.5421 -0.1251 2.5831 0.53 -0.01 0.43
C 1.4643 1.2704 2.8707 -0.23 0.04 -0.36
C 2.0655 1.7306 4.1284 0.10 0.21 0.38
C 3.3855 1.4665 4.4908 -0.08 0.06 -0.16
C 3.8606 1.8351 5.7358 0.09 0.01 0.00
C 3.0315 2.4713 6.6470 -0.05 0.02 -0.05
C 1.7200 2.7483 6.2941 0.02 0.11 0.12
C 1.2425 2.3852 5.0499 0.05 -0.11 -0.06
C 0.6590 2.1610 2.1742 0.23 0.08 0.14
C 0.6312 3.5772 2.4079 -0.33 0.10 -0.23
C -0.4015 4.0765 1.6829 0.35 -0.14 0.20
C -0.9873 2.9747 0.9729 -0.18 0.24 -0.13
N -0.2968 1.8420 1.2421 0.01 0.08 -0.05
C -2.1022 3.1067 0.1155 0.72 0.01 0.45
C -2.2804 2.2044 -0.9837 -0.28 -0.50 -0.78
C -2.8871 2.4796 -2.2326 0.21 0.02 0.30
C -2.9393 1.3006 -2.9281 0.10 -0.29 0.37
C -2.3698 0.3082 -2.0956 -0.39 -0.01 -0.76
N -1.9095 0.8878 -0.9444 -0.14 0.53 0.22
C -3.0923 4.1005 0.5165 -0.21 0.16 0.23
C -3.2416 4.3152 1.9019 0.05 0.01 -0.10
C -4.2082 5.1576 2.4056 -0.07 0.13 0.01
C -5.0829 5.8034 1.5479 0.09 -0.08 0.09
C -4.9742 5.5870 0.1840 -0.04 0.02 -0.12
C -3.9994 4.7529 -0.3284 0.09 -0.03 -0.06
C 2.0958 -1.0652 3.4171 -0.11 0.16 -0.31
C 1.5885 -2.3672 2.9770 -0.05 -0.03 -0.14
N -0.7000 -1.7121 -0.7453 0.22 -0.17 0.19
H -6.0060 -2.5942 -5.9842 -0.06 -0.03 -0.07
H -3.6374 -3.1904 -6.3676 0.01 -0.05 -0.12
H -1.9095 -2.4556 -4.8000 0.13 -0.04 0.00
H -4.9003 -0.5622 -2.3991 -0.01 0.01 0.04
H -6.6269 -1.2610 -4.0001 -0.07 0.00 0.02
H -1.8365 -3.8561 -3.0065 -0.11 -0.10 -0.04
H -0.0393 -4.9026 -1.3447 0.06 -0.13 0.03
H -0.3260 -5.3167 1.7950 -0.15 0.02 -0.04
H 0.6320 -7.5728 1.7506 -0.03 -0.10 0.01
H 2.8484 -7.9617 0.7353 0.06 -0.14 -0.01
H 4.1241 -6.0627 -0.1985 0.13 -0.04 0.01
H 3.1677 -3.7866 -0.1206 0.08 0.03 -0.10
H 4.0450 0.9849 3.7848 0.08 -0.07 -0.08
H 4.8893 1.6279 5.9852 0.11 0.00 0.07
H 3.4032 2.7580 7.6198 0.04 0.00 0.05
H 1.0637 3.2517 6.9893 -0.03 0.01 0.07
H 0.2095 2.5712 4.7930 -0.06 0.02 0.02
H 1.3239 4.1163 3.0243 0.10 0.07 0.07
H -0.6990 5.1021 1.5776 -0.06 0.13 0.01
H -3.1536 3.4386 -2.6224 -0.14 0.17 0.01
H -3.3118 1.1477 -3.9206 -0.09 -0.04 -0.17
H -2.6154 3.7768 2.5958 -0.07 -0.08 0.03
H -4.2898 5.2905 3.4728 -0.03 0.01 0.12
H -5.8454 6.4560 1.9408 -0.12 0.08 0.02
H -5.6621 6.0725 -0.4904 -0.03 0.07 -0.10
H -3.9398 4.6370 -1.3952 -0.02 -0.01 -0.05
H 2.5873 -0.8927 4.3506 0.03 0.12 0.19
H 2.2094 -3.2512 3.0918 0.00 0.02 -0.02
C -2.6754 -2.8316 1.9007 0.33 0.54 -0.07
Ge -1.8844 -1.0097 2.2737 -0.47 -0.42 0.13
C -0.6585 -1.3820 3.8291 -0.56 0.61 -0.41
C 0.2019 -2.6011 3.8526 0.13 -0.18 -0.27
C 0.6566 -2.9833 5.2043 0.07 0.01 0.43
C 0.6814 -2.0819 6.2188 0.12 -0.37 -0.03
C 0.1322 -0.7997 6.0451 0.00 0.24 0.21
C -0.5797 -0.5039 4.8822 -0.37 -0.14 -0.39
C -3.5271 0.0562 2.7901 1.05 -0.23 -0.47
C -3.9561 1.0055 1.9000 0.36 -0.16 0.02
C -5.1662 1.6924 2.0701 -0.34 0.01 0.10
C -5.9803 1.3771 3.1183 0.04 0.10 -0.24
C -5.5972 0.3887 4.0484 0.29 -0.21 0.08
C -6.4307 0.0349 5.1302 -0.03 -0.03 0.20
C -6.0225 -0.8699 6.0691 -0.17 0.14 -0.06
C -4.7628 -1.4792 5.9565 0.17 -0.09 -0.09
C -3.9565 -1.1961 4.8902 0.12 -0.19 0.17
C -4.3383 -0.2620 3.9074 -0.41 0.19 0.08
H -2.8891 -3.3249 2.8479 0.01 0.04 0.11
H -2.0251 -3.4740 1.3131 0.09 -0.04 -0.07
H -3.6162 -2.7146 1.3667 -0.03 0.09 -0.06
H -0.2769 -3.4393 3.3410 -0.03 -0.06 0.00
H 1.0393 -3.9847 5.3311 0.11 -0.11 0.08
H 1.0962 -2.3508 7.1795 0.03 -0.07 0.06
H 0.1936 -0.0721 6.8390 -0.01 0.06 0.10
H -1.1439 0.4211 4.8364 -0.05 0.06 0.03
H -3.3506 1.2286 1.0349 -0.02 -0.03 0.00
H -5.4434 2.4569 1.3598 -0.11 0.08 -0.08
H -6.9292 1.8749 3.2484 -0.13 0.08 0.03
H -7.3990 0.5076 5.2084 -0.10 0.06 0.04
H -6.6633 -1.1184 6.9011 -0.08 -0.01 0.07
H -4.4382 -2.1775 6.7151 0.03 -0.07 0.00
H -2.9904 -1.6717 4.7908 -0.03 -0.07 0.11
C 1.9636 -0.0033 -1.5945 0.98 -0.52 -0.51
O 0.9308 0.7104 -1.0601 -1.96 0.08 1.43
H 1.6099 -0.8239 -2.2409 0.08 0.04 0.10
H 2.6170 -0.4279 -0.8143 -0.01 -0.02 -0.14
H 2.5583 0.6842 -2.2116 0.06 -0.24 0.06
```
Forces are in eV/Å.

Values from the calculation:
Gap between HOMO and LUMO (spin up / spin down) ... 5.037 / 4.778 eV
<S²> ... 8.966
Total charge ... +1
HOMO (spin up / spin down) ... -8.72 / -9.98 eV
2S+1 ... 6
ΔE to the lowest compared entry with this formula, charge and spin ... 228.8 kJ/mol
Electronic energy ... -4851.803339 Eh

Atom charges from the Mulliken analysis, given in e for atoms 1 to 8: atom 1 (Os): -0.34, atom 2 (C): -0.48, atom 3 (C): -0.84, atom 4 (C): -0.39, atom 5 (C): -0.33, atom 6 (C): -0.18, atom 7 (C): -0.91, atom 8 (C): 2.00